Entry 1:
The following is a DFT calculation (wB97M-V/def2-TZVPD) of a 2-piece molecular cluster, C6H9NOS overall.

The geometry in XYZ format:
```
18
Properties=species:S:1:pos:R:3:forces:R:3
C -0.799757 -0.306658 -2.168619 1.421 -0.075 -2.952
C 2.680740 -0.230866 -0.271620 -0.542 -0.906 -0.754
C 1.845172 -1.061506 0.577423 -3.602 3.567 -2.308
C -0.567471 -1.130467 0.115322 3.280 0.462 3.926
C -0.698678 0.405110 -0.020689 -0.214 -0.847 -0.938
C -1.985466 0.866146 0.649182 -1.358 2.716 -1.511
N -0.716078 0.704868 -1.446120 -0.872 0.252 0.351
O 2.249686 0.173190 1.044141 0.379 0.112 0.059
S -0.560439 -1.924848 -1.348181 -1.057 -0.184 -2.331
H -0.714258 -0.115876 -3.338341 -0.484 -1.107 2.475
H 3.705147 -0.588548 -0.384139 0.031 0.610 0.159
H 2.235175 0.259625 -1.145411 0.155 0.150 0.496
H 2.149647 -1.899565 1.002329 1.275 -3.691 2.222
H -0.843935 -1.704871 1.088921 0.318 1.290 -2.041
H 0.229607 0.941801 0.286018 -0.825 -0.336 0.826
H -2.128806 2.009943 0.430732 0.492 -1.929 0.659
H -1.785839 0.723144 1.684953 -0.620 -0.037 1.034
H -3.015405 0.462253 0.280292 2.222 -0.049 0.628
```
Forces are in eV/Å.

As for the charge: 0. The value obtained for the orbital gap (spin up / spin down) is 7.826 / 8.024 eV.

natural (NBO) atomic charge list, values in e, 2 entries: number 1, C, carries -0.06; number 2, C, carries -0.17

---

Entry 2:
The following is a DFT calculation (wB97M-V/def2-TZVPD) of one molecule with the formula C6H9NOS.

The geometry in XYZ format:
```
18
Properties=species:S:1:pos:R:3:forces:R:3
C -2.125165 0.242829 0.008469 -1.361 -0.036 1.505
C -1.340546 1.366827 -0.018748 0.417 1.609 0.264
C -1.504897 -0.984522 -0.198456 2.507 1.650 -0.326
C 0.479587 -0.045542 0.041774 -2.388 -0.506 -0.552
C 0.881372 2.387397 -0.276594 -1.872 1.379 -3.538
C 1.953302 -2.285318 0.002911 -1.793 0.956 0.946
N 0.034734 1.243243 -0.202298 -1.541 -2.633 1.701
O -1.793936 -2.167198 0.309042 -0.238 -0.524 -0.228
S 1.963950 -0.567850 -0.621449 0.429 -0.128 -0.362
H -3.187619 0.407505 0.420297 1.484 -0.501 -0.918
H -1.739306 2.345259 0.355665 0.579 -0.860 -0.910
H 1.835871 2.219263 0.046249 2.284 -0.661 1.353
H 1.019559 2.664511 -1.395305 -0.397 -0.048 1.737
H 0.369649 3.172686 0.265699 0.290 0.426 -0.053
H 2.427719 -2.925967 -0.693267 0.653 -0.465 -0.687
H 0.853506 -2.512201 0.002163 1.095 -0.100 0.301
H 2.397658 -2.357395 1.007747 -0.265 -0.013 -0.458
H -2.525442 -2.203523 0.946096 0.116 0.456 0.225
```
Forces are in eV/Å.

As for the charge: 0. The value obtained for the orbital gap is 7.283 eV.

natural (NBO) atomic charge list, values in e, 2 entries: number 1, C, carries -0.41; number 2, C, carries -0.02

---

Entry 3:
The following is a DFT calculation (wB97M-V/def2-TZVPD) of one molecule with the formula C6H9NOS2.

The geometry in XYZ format:
```
19
Properties=species:S:1:pos:R:3:forces:R:3
C -2.867041 0.068576 0.531181 1.428 0.062 0.015
C -3.669360 1.254481 0.449512 0.908 -2.974 -0.181
C -1.631504 0.564538 0.143491 0.130 -1.554 -0.262
C 0.977180 -0.569602 -2.648996 -2.322 0.046 -1.182
C 0.869657 0.564181 2.147298 0.863 -0.934 0.789
C -0.256742 -0.079452 -0.136924 -1.369 -1.839 0.422
N -3.031838 2.267685 0.043312 0.653 2.062 -0.803
O -1.739358 1.862600 -0.167641 0.492 -0.030 0.389
S -0.226040 -1.319896 -1.509713 -0.681 0.537 0.203
S 0.459785 -0.998090 1.283363 -0.326 0.508 0.268
H -3.137674 -0.973834 0.821548 0.321 1.299 -0.330
H -4.693332 1.221535 0.412419 -2.365 0.491 0.639
H 1.539890 0.137326 -2.062851 1.205 -0.445 -0.250
H 0.468467 -0.000260 -3.466707 0.119 -0.142 0.849
H 1.308693 -1.462344 -3.189073 1.281 0.477 0.518
H 1.234196 0.362321 3.195022 -1.720 0.123 -0.465
H -0.062179 1.189086 1.946487 1.951 -0.068 0.925
H 1.903342 0.816500 1.825754 -1.131 0.937 -0.955
H 0.507481 0.610169 -0.332028 0.563 1.447 -0.588
```
Forces are in eV/Å.

As for the charge: 0. The value obtained for the orbital gap is 9.229 eV.

natural (NBO) atomic charge list, values in e, 2 entries: number 1, C, carries -0.36; number 2, C, carries -0.03

---

Entry 4:
The following is a DFT calculation (wB97M-V/def2-TZVPD) of C6H9NPbS as an isolated structure.

The geometry in XYZ format:
```
18
Properties=species:S:1:pos:R:3:forces:R:3
Pb 0.497684 1.661468 -2.081102 0.641 -1.659 -0.255
C 1.467167 -0.768260 -2.139158 -0.650 2.363 0.210
H 1.668507 -0.916036 -3.199522 0.077 -0.222 0.204
H 2.357146 -0.671040 -1.515681 -0.033 -0.351 -0.204
H 0.683657 -1.398952 -1.721382 0.191 0.112 -0.122
H 1.972367 -3.107085 -2.374707 -0.086 -1.227 0.081
H 1.903570 -3.880533 -2.326094 0.140 1.007 -0.093
S -1.817258 0.456043 -1.610834 -0.264 0.136 -0.327
C -1.313251 0.699461 0.011076 0.719 0.490 0.602
C -2.060453 0.260359 1.118186 0.226 0.034 0.291
C -1.562811 0.457125 2.399110 -0.201 -0.003 -0.535
C -0.333514 1.106251 2.568309 0.649 0.299 -0.307
C 0.371051 1.537723 1.446284 -1.066 -0.398 -0.460
N -0.120892 1.353462 0.189018 -0.333 -0.558 1.030
H -3.006696 -0.232693 0.907015 0.192 0.072 0.250
H -2.130865 0.112452 3.263275 0.167 0.100 -0.205
H 0.094848 1.281543 3.552693 -0.164 -0.086 -0.195
H 1.329744 2.048713 1.513514 -0.204 -0.112 0.036
```
Forces are in eV/Å.

As for the charge: 0. The value obtained for the orbital gap is 7.567 eV.

natural (NBO) atomic charge list, values in e, 2 entries: number 1, Pb, carries 0.90; number 2, C, carries -1.01

---

Values of energy above the lowest of the compared OMol25 structures with the same formula, charge and spin, in order: 4.649; 4.019; 2.392; 0.000, all in eV.
Values of energy, in order: -761.99758; -762.02075; -1160.28252; -879.75900, all in Ha.